Record 1
{"formula": "C9H17Cl2O2S", "method": "ωB97M-V with the def2-TZVPD basis set", "lumo_ev": -3.5, "total_charge": 1, "energy_ha": -1821.8959, "fmax_ev_per_a": 2.9, "orbital_gap_ev": 9.2874, "elements": ["C", "C", "O", "O", "C", "C", "C", "C", "S", "C", "Cl", "C", "C", "Cl", "H", "H", "H", "H", "H", "H", "H", "H", "H", "H", "H", "H", "H", "H", "H", "H", "H"], "positions_angstrom": [[4.762, 0.721, 0.417], [4.129, -0.625, 0.189], [4.370, -1.607, 0.890], [3.287, -0.753, -0.893], [2.265, 0.218, -0.981], [1.156, -0.075, 0.012], [0.119, -1.046, -0.558], [-0.860, -1.488, 0.538], [-2.573, -1.653, -0.025], [-3.617, -0.454, 0.849], [-5.250, -0.803, 0.255], [-3.318, 1.024, 0.620], [-3.170, 1.445, -0.832], [-1.893, 1.528, 1.554], [4.870, 1.279, -0.505], [5.728, 0.544, 0.862], [4.165, 1.305, 1.108], [1.882, 0.161, -1.993], [2.630, 1.231, -0.835], [0.651, 0.834, 0.325], [1.564, -0.525, 0.914], [0.657, -1.906, -0.940], [-0.379, -0.584, -1.405], [-0.588, -2.463, 0.920], [-0.838, -0.790, 1.365], [-2.575, -1.107, -1.252], [-3.611, -0.688, 1.904], [-4.159, 1.556, 1.046], [-3.341, 2.510, -0.896], [-2.164, 1.255, -1.189], [-3.899, 0.955, -1.465]], "atomic_forces_ev_per_a": [[-0.2, -0.2, -0.2], [0.6, -2.3, 1.4], [-0.7, 2.2, -1.8], [0.3, -0.2, 0.5], [-0.2, 0.3, 0.0], [-0.5, -0.2, 0.0], [0.4, 0.1, 0.1], [0.5, 0.2, -0.3], [-0.1, -0.9, 0.4], [-0.4, 0.6, -0.3], [0.0, -0.1, -0.1], [-0.1, 0.1, -0.4], [0.1, 0.0, 0.3], [0.1, 0.1, 0.2], [0.0, 0.1, -0.2], [0.2, 0.0, 0.2], [-0.1, 0.1, 0.2], [0.0, 0.0, -0.3], [0.3, 0.1, 0.0], [0.0, 0.3, 0.0], [0.3, 0.0, 0.2], [-0.1, -0.3, -0.1], [-0.2, 0.1, -0.1], [-0.1, -0.3, 0.1], [-0.3, 0.1, 0.1], [0.1, 0.3, 0.1], [0.3, -0.3, 0.2], [-0.2, 0.0, 0.2], [0.0, 0.2, -0.1], [0.2, -0.1, -0.1], [-0.2, -0.1, -0.1]], "nbo_charge": [-0.747, 0.792, -0.539, -0.520, -0.072, -0.429, -0.411, -0.548, 0.680, -0.356, 0.056, -0.230, -0.648, -0.015, 0.233, 0.265, 0.240, 0.197, 0.193, 0.215, 0.226, 0.246, 0.202, 0.270, 0.274, 0.181, 0.279, 0.257, 0.262, 0.216, 0.234]}

---

Record 2
{"formula": "C12H19Cl2NO2PV", "method": "ωB97M-V with the def2-TZVPD basis set", "s2": 2.0316, "lumo_ev": [-10.2, -10.0], "spin_multiplicity": 3, "total_charge": 2, "de_lowest_ev": 0.789, "energy_ha": -2879.0289, "fmax_ev_per_a": 11.0, "orbital_gap_ev": [5.3254, 5.5778], "elements": ["C", "C", "H", "H", "H", "O", "Cl", "V", "P", "C", "C", "H", "H", "H", "C", "H", "H", "H", "H", "H", "H", "C", "O", "Cl", "N", "C", "C", "C", "C", "C", "C", "H", "H", "H", "H", "H", "H", "H"], "positions_angstrom": [[-0.368, -4.599, -4.550], [-0.115, -3.661, -3.406], [-1.442, -4.766, -4.668], [0.124, -5.563, -4.376], [0.030, -4.158, -5.474], [-0.916, -2.975, -2.807], [1.607, -3.629, -2.996], [0.298, -0.389, -0.151], [-0.107, 1.526, -1.358], [-1.498, 2.707, -1.464], [1.351, 2.628, -1.344], [0.601, -0.009, -3.125], [0.018, 1.553, -3.795], [-1.142, 0.330, -3.196], [-0.154, 0.783, -3.032], [2.266, 2.022, -1.289], [1.390, 3.249, -2.250], [-1.363, 3.425, -2.290], [-1.583, 3.272, -0.526], [1.306, 3.292, -0.467], [-2.438, 2.163, -1.629], [-1.482, -0.380, 0.327], [-2.592, -0.258, 0.716], [1.954, -1.904, -0.095], [1.187, 0.439, 1.621], [0.582, 0.391, 2.930], [0.972, 1.346, 3.881], [0.369, 1.321, 5.141], [-0.559, 0.317, 5.469], [-0.874, -0.667, 4.526], [-0.277, -0.654, 3.255], [1.562, 1.378, 1.465], [2.044, -0.126, 1.675], [1.762, 2.077, 3.658], [0.603, 2.095, 5.877], [-1.048, 0.322, 6.448], [-1.607, -1.438, 4.766], [-0.463, -1.461, 2.533]], "atomic_forces_ev_per_a": [[-0.5, -0.1, 0.1], [-1.0, 0.5, 0.3], [0.1, 0.1, 0.0], [0.0, 0.3, 0.0], [0.0, -0.1, 0.3], [1.4, -0.7, -0.7], [0.0, 0.2, 0.1], [6.1, -2.3, 0.8], [-0.5, 3.1, -2.5], [-0.6, -0.2, 0.7], [0.4, -0.3, 0.5], [-0.1, 0.1, -0.2], [0.1, -0.1, 0.3], [0.2, 0.1, 0.0], [0.0, -0.8, 0.2], [-0.1, 0.3, -0.1], [-0.2, -0.3, 0.2], [0.3, -0.5, 0.2], [0.0, -0.1, -0.2], [0.0, -0.2, -0.2], [0.2, 0.2, 0.1], [-10.4, 0.8, 3.5], [6.3, -0.8, -2.4], [-1.4, 0.8, -0.4], [0.8, -0.1, -1.0], [-0.3, 0.1, 1.4], [-0.3, -0.1, 0.0], [-0.1, -0.2, 0.1], [0.0, 0.2, -0.5], [0.1, 0.0, -0.1], [-0.2, 0.3, 0.2], [-0.3, 0.1, 0.0], [-0.2, 0.0, -0.2], [-0.5, -0.2, 0.0], [0.1, -0.3, -0.3], [0.2, 0.0, -0.4], [0.3, 0.1, 0.0], [0.0, 0.2, 0.3]], "mulliken_spin": [0.000, 0.000, 0.000, 0.000, 0.000, 0.003, -0.001, 2.026, -0.130, 0.010, 0.023, -0.001, -0.003, 0.000, 0.006, -0.002, 0.000, -0.001, -0.001, 0.001, -0.001, -0.048, 0.175, -0.015, -0.068, 0.013, -0.002, 0.002, -0.003, 0.005, -0.003, 0.012, 0.001, -0.001, 0.000, 0.000, 0.000, 0.002]}

---

Record 3
{"formula": "C21H14N4O2S", "method": "ωB97M-V with the def2-TZVPD basis set", "smiles": "CNC(=O)c1cc(-c2ncco2)nc2ccc(-c3ccc4scnc4c3)cc12", "lumo_ev": -0.7, "de_lowest_ev": 0.190, "energy_ha": -1576.3481, "fmax_ev_per_a": 3.5, "orbital_gap_ev": 7.6058, "elements": ["O", "N", "N", "N", "O", "S", "C", "C", "C", "C", "C", "C", "C", "C", "C", "C", "C", "C", "C", "C", "C", "C", "C", "C", "C", "C", "N", "C", "H", "H", "H", "H", "H", "H", "H", "H", "H", "H", "H", "H", "H", "H"], "positions_angstrom": [[2.124, -0.212, -2.907], [1.930, -4.377, 3.307], [-0.866, 5.495, -2.412], [-1.082, 3.031, -0.822], [0.243, 4.480, -4.082], [0.413, -5.106, 5.311], [1.015, -0.377, -2.362], [1.784, -5.327, 4.208], [-0.334, 4.354, -2.807], [-0.677, 6.411, -3.430], [-0.014, 5.793, -4.425], [-0.433, 3.086, -2.028], [-1.136, -2.844, 4.492], [-1.281, -1.734, 3.657], [0.788, -2.305, 2.574], [-1.296, 0.908, 2.105], [0.186, 1.927, -2.509], [0.912, -3.439, 3.388], [-0.026, -3.689, 4.386], [-0.322, -1.403, 2.679], [-0.560, -0.242, 1.755], [-1.520, 1.995, 1.226], [-0.088, -0.299, 0.464], [0.266, 0.767, -1.768], [-0.991, 1.932, -0.067], [-0.301, 0.776, -0.464], [0.409, -1.629, -2.478], [1.031, -2.827, -3.051], [2.445, -6.158, 4.326], [-0.945, 7.438, -3.359], [0.332, 6.294, -5.325], [-1.884, -3.058, 5.222], [-2.192, -1.142, 3.770], [1.550, -2.186, 1.829], [-1.706, 0.988, 3.124], [0.760, 2.001, -3.419], [-1.972, 2.930, 1.542], [0.423, -1.155, 0.074], [-0.577, -1.741, -2.141], [0.282, -3.583, -3.228], [1.543, -2.521, -3.997], [1.767, -3.255, -2.360]], "atomic_forces_ev_per_a": [[-1.7, 0.0, 1.3], [0.2, -1.6, 0.9], [0.3, -1.2, 0.0], [1.0, 1.9, -2.7], [-0.7, 0.2, 0.9], [0.3, 0.2, -0.9], [1.8, -1.8, -2.4], [-0.9, 2.5, -0.8], [-1.2, 2.4, 0.0], [0.7, -1.6, 0.3], [0.1, 0.3, 0.1], [-0.7, -1.0, 1.9], [0.4, 0.2, -0.2], [0.0, -0.4, 0.4], [-1.2, 0.8, -0.1], [-1.0, 2.0, 0.1], [1.0, -0.2, -0.3], [0.0, 0.2, 0.1], [-0.6, 0.3, 0.2], [0.7, -1.2, 0.3], [0.5, -0.7, -0.7], [0.4, -1.9, 2.0], [-0.5, 0.8, -0.5], [-0.7, 0.6, 0.3], [0.3, 0.2, -0.5], [0.7, -1.3, 0.0], [-1.8, 0.8, 1.3], [1.0, 1.2, -0.4], [0.3, -0.3, 0.0], [-0.3, 0.4, 0.1], [0.2, -1.0, 0.0], [-0.4, 0.0, 0.3], [0.3, -0.1, -0.1], [0.3, 0.3, -0.3], [0.3, 0.0, -0.5], [-0.1, -0.2, -0.3], [-0.1, -0.3, 0.0], [0.3, -0.4, 0.1], [1.6, 0.4, -0.4], [-0.3, 0.0, -0.2], [-0.4, -0.5, 0.7], [0.0, 0.2, -0.2]], "nbo_charge": [-0.606, -0.429, -0.408, -0.353, -0.412, 0.355, 0.638, -0.083, 0.442, -0.117, 0.068, 0.141, -0.203, -0.201, -0.210, -0.215, -0.194, 0.166, -0.238, -0.060, 0.037, -0.171, -0.225, -0.078, 0.116, 0.002, -0.617, -0.413, 0.220, 0.219, 0.215, 0.219, 0.219, 0.226, 0.217, 0.244, 0.239, 0.218, 0.399, 0.208, 0.224, 0.202]}

---

Record 4
{"formula": "H4NOPS2", "method": "ωB97M-V with the def2-TZVPD basis set", "lumo_ev": -0.4, "de_lowest_ev": 2.067, "energy_ha": -1270.1199, "fmax_ev_per_a": 5.8, "orbital_gap_ev": 8.9503, "elements": ["N", "O", "P", "S", "S", "H", "H", "H", "H"], "positions_angstrom": [[0.035, -0.027, 1.395], [0.446, -1.166, -1.252], [-0.878, 0.508, 0.092], [-2.239, -0.815, -0.460], [-0.800, 2.393, -0.285], [0.812, 0.498, 1.620], [-0.175, -0.962, 1.618], [-0.530, -1.485, -1.316], [1.376, -1.477, -1.875]], "atomic_forces_ev_per_a": [[-3.3, 1.0, -2.7], [3.5, -0.7, -1.9], [-0.3, -0.3, 0.8], [0.4, 1.0, 0.6], [0.3, -1.1, 0.1], [1.9, 0.7, 0.9], [0.5, -1.1, 0.6], [2.1, -0.3, -0.9], [-5.1, 1.0, 2.5]], "nbo_charge": [-1.134, -1.061, 1.239, -0.515, -0.405, 0.417, 0.425, 0.510, 0.524]}

---

Record 5
{"formula": "CH2BrF2N", "method": "ωB97M-V with the def2-TZVPD basis set", "lumo_ev": 0.0, "de_lowest_ev": 2.012, "energy_ha": -2867.7047, "fmax_ev_per_a": 5.4, "orbital_gap_ev": 9.7754, "elements": ["C", "N", "F", "F", "Br", "H", "H"], "positions_angstrom": [[-0.040, -0.241, 0.543], [0.298, 0.024, -0.766], [0.453, 0.537, 1.542], [0.266, -1.542, 0.703], [0.303, 1.860, -1.257], [-1.562, -0.342, 0.608], [0.933, -0.427, -1.347]], "atomic_forces_ev_per_a": [[-5.1, -1.6, 0.1], [-1.1, 3.7, -0.2], [-0.2, -0.7, -1.0], [0.7, -0.1, 0.8], [-0.1, -0.9, 0.3], [4.4, 1.0, 0.3], [1.5, -1.4, -0.2]], "nbo_charge": [0.744, -0.734, -0.329, -0.337, 0.186, 0.056, 0.415]}

---

Record 6
{"formula": "CH3Cl2P", "method": "ωB97M-V with the def2-TZVPD basis set", "smiles": "C=PCl.Cl", "lumo_ev": -0.2, "de_lowest_ev": 2.014, "energy_ha": -1301.6067, "fmax_ev_per_a": 4.4, "orbital_gap_ev": 9.6182, "elements": ["C", "P", "Cl", "Cl", "H", "H", "H"], "positions_angstrom": [[0.247, 1.647, 0.362], [-0.119, 0.012, 0.211], [0.117, -3.436, -1.370], [-1.209, -0.500, 1.808], [0.112, 2.422, 1.175], [0.856, 1.948, -0.375], [-0.004, -2.094, -1.811]], "atomic_forces_ev_per_a": [[-2.1, -1.6, 3.5], [0.6, 1.9, -0.4], [-0.3, 2.8, -1.0], [-0.5, -0.2, 0.7], [-0.2, -1.3, -0.9], [2.1, 1.2, -2.9], [0.3, -2.9, 1.0]], "nbo_charge": [-0.844, 0.685, -0.305, -0.281, 0.242, 0.204, 0.299]}